Record 1
{"formula": "C4H9NO", "method": "the ωB97M-V functional and the def2-TZVPD basis", "symbols": ["C", "C", "C", "C", "N", "O", "H", "H", "H", "H", "H", "H", "H", "H", "H"], "coordinates": [[-0.0011, 0.2946, 0.2989], [-2.1774, -0.1886, -0.3435], [2.3328, 0.6965, -0.0324], [-1.1097, -0.7875, 0.5236], [1.1886, -0.1367, 0.0193], [1.4285, -1.3813, -0.1967], [-0.1059, 1.4163, 0.2627], [-2.4192, 0.7231, 0.0243], [-1.8572, -0.0639, -1.4017], [-2.9715, -0.8599, -0.4922], [3.2527, 0.3286, 0.3012], [2.6747, 0.7616, -1.0742], [2.1011, 1.7663, 0.3937], [-0.8840, -1.8000, 0.0644], [-1.4524, -0.7691, 1.6525]], "forces_ev_per_a": [[0.45, -0.69, 0.70], [0.64, -2.09, -2.24], [-0.08, 4.20, -1.52], [0.45, 1.32, 0.08], [-0.57, -1.74, 0.54], [0.40, 0.15, 0.11], [-0.32, -1.51, 0.46], [-1.44, 2.79, 0.94], [0.39, 0.13, 0.66], [-1.67, -0.60, 0.42], [0.68, -1.23, 1.87], [-0.77, 0.48, -0.25], [0.56, -2.12, -0.86], [0.43, 1.33, 1.32], [0.85, -0.43, -2.23]], "mulliken_charge": [-0.389, -1.382, -0.829, 0.062, 0.501, -0.682, 0.255, 0.377, 0.343, 0.377, 0.339, 0.313, 0.240, 0.274, 0.201], "smiles": "CC/C=[N+](/C)[O-]", "gap_ha": 0.3439, "lumo_energy_ha": 0.0347, "e_tot_ha": -287.6737}

Record 2
{"formula": "C5H10N5", "method": "the ωB97M-V functional and the def2-TZVPD basis", "symbols": ["C", "C", "C", "C", "C", "N", "N", "N", "N", "N", "H", "H", "H", "H", "H", "H", "H", "H", "H", "H"], "coordinates": [[2.3163, -1.1010, -0.0012], [1.0967, -1.7348, -0.1249], [1.3588, 0.9833, 0.0058], [0.0359, 0.3277, -0.1118], [-1.3074, -1.6609, -0.3939], [2.4228, 0.2464, 0.0615], [-0.0529, -0.9817, -0.1676], [1.5112, 2.2703, 0.1788], [-2.2837, 0.7380, 0.6109], [-1.0831, 1.2148, -0.0334], [3.3210, -1.5813, -0.0079], [0.9014, -2.8449, -0.1637], [-2.1531, -1.1624, 0.0546], [-1.4789, -1.7198, -1.4668], [-1.2038, -2.6888, -0.0347], [0.7942, 3.0829, 0.0282], [2.3764, 2.4848, 0.4178], [-3.0466, 0.7341, 0.0123], [-2.6469, 1.2843, 1.4753], [-0.8784, 2.1088, -0.3394]], "forces_ev_per_a": [[0.24, -0.12, -0.41], [0.64, -1.38, 0.13], [-2.03, -2.83, -0.30], [-1.10, 3.23, 0.80], [-0.74, -1.35, -0.58], [0.52, -0.86, 0.00], [0.94, 0.68, 0.12], [-6.39, 3.14, -1.43], [1.30, 2.03, 2.59], [0.25, -4.65, 1.14], [-1.29, -0.17, 0.15], [0.63, 1.53, 0.01], [0.34, -0.21, 0.24], [0.09, 0.06, -0.16], [-0.12, 0.30, 0.07], [2.15, -2.57, 0.51], [4.78, 1.78, 1.17], [-1.44, 0.13, -1.85], [1.72, -0.79, -1.82], [-0.48, 2.06, -0.40]], "mulliken_charge": [-0.413, -0.029, 0.544, 0.448, -0.954, -0.582, 0.135, -0.384, -0.642, -0.070, 0.388, 0.293, 0.445, 0.372, 0.300, 0.202, 0.234, 0.265, 0.265, 0.185], "smiles": "Cn1ccnc(N)/c1=[NH+]/N", "gap_ha": 0.3154, "lumo_energy_ha": -0.1475, "total_charge": 1, "e_tot_ha": -469.9999}

Record 3
{"formula": "C3H10NS", "method": "the ωB97M-V functional and the def2-TZVPD basis", "symbols": ["C", "N", "H", "H", "H", "H", "C", "S", "C", "H", "H", "H", "H", "H", "H"], "coordinates": [[0.3113, 1.4565, 0.5271], [-1.0274, 2.1012, 0.4382], [0.7351, 1.3110, 1.5615], [0.9313, 2.1036, -0.1159], [-1.7933, 1.6005, 0.9104], [-0.9730, 3.1219, 0.4973], [-0.5206, -1.3709, -1.6037], [0.1573, -0.1439, -0.4298], [0.8958, -1.2014, 0.7891], [0.3341, -1.8886, -2.1192], [-1.0963, -2.0825, -1.1051], [-1.0710, -0.7282, -2.2941], [1.4256, -0.5630, 1.5481], [1.4683, -1.7900, 0.0235], [0.2229, -1.9263, 1.3727]], "forces_ev_per_a": [[-1.24, 2.63, 0.77], [0.92, -0.42, 0.13], [-0.39, 0.19, -0.87], [0.22, -0.37, 0.62], [0.75, 0.85, -0.17], [-0.49, -0.82, 0.39], [1.50, -0.56, -1.81], [-0.20, 1.10, 0.28], [-0.04, -1.57, 0.10], [-0.75, 0.47, 0.23], [-1.33, -1.13, 0.66], [-0.03, -0.45, 0.02], [0.02, -1.04, -1.18], [0.51, -0.04, 1.83], [0.56, 1.16, -1.01]], "mulliken_charge": [-0.569, -0.462, 0.245, 0.298, 0.185, 0.195, -1.088, 0.262, -0.825, 0.330, 0.351, 0.280, 0.316, 0.238, 0.243], "gap_ha": [0.2649, 0.3126], "lumo_energy_ha": [0.0418, 0.0160], "multiplicity": 2, "s2": 0.76, "e_tot_ha": -573.0848}

Record 4
{"formula": "C4H10OS", "method": "the ωB97M-V functional and the def2-TZVPD basis", "symbols": ["C", "S", "C", "H", "H", "H", "H", "H", "H", "C", "C", "O", "H", "H", "H", "H"], "coordinates": [[-1.4542, 0.9434, -1.2497], [-0.7914, -0.6218, -1.9334], [-1.3101, -1.8763, -0.6703], [-1.1622, 1.8228, -1.8179], [-1.0537, 1.1423, -0.2623], [-2.5394, 0.9151, -1.2574], [-1.3170, -2.8331, -1.1633], [-0.5635, -1.9327, 0.1366], [-2.3454, -1.6331, -0.5002], [1.8627, -0.3785, 1.6828], [1.9629, 0.9357, 1.7311], [1.0475, 1.6144, 2.5268], [2.3660, -1.0798, 1.0123], [1.0348, -0.8932, 2.1858], [2.6522, 1.6465, 1.2854], [0.6840, 2.4108, 2.1079]], "forces_ev_per_a": [[0.04, -0.35, 0.17], [0.16, 0.08, 0.06], [0.76, 0.90, -0.95], [0.24, -0.34, -0.58], [-0.14, -0.26, 0.37], [-0.11, -0.02, 0.25], [0.14, -0.32, -0.41], [-0.87, 0.33, 0.09], [-0.18, -0.02, 1.03], [-0.48, -1.20, -0.73], [-0.97, 0.80, 0.37], [-0.28, 0.08, 0.30], [0.59, 0.77, 0.32], [0.24, 0.63, 0.11], [0.31, -0.69, -0.40], [0.55, -0.38, 0.00]], "mulliken_charge": [-0.755, -0.076, -0.681, 0.317, 0.177, 0.295, 0.312, 0.150, 0.266, -0.651, 0.037, -0.500, 0.260, 0.196, 0.336, 0.318], "smiles": "C=CO.CSC", "gap_ha": 0.3396, "lumo_energy_ha": 0.0265, "e_tot_ha": -631.7672}

Record 5
{"formula": "C12H12BrNO3S2", "method": "the ωB97M-V functional and the def2-TZVPD basis", "symbols": ["C", "H", "O", "C", "C", "C", "C", "C", "C", "N", "S", "O", "O", "C", "C", "C", "C", "S", "Br", "H", "H", "H", "H", "C", "H", "H", "H", "H", "H", "H", "H"], "coordinates": [[-0.5957, -1.8980, 2.1309], [-0.1145, -2.6729, 2.7343], [0.3175, -0.8887, 1.7666], [1.4048, -1.2399, 1.0063], [1.6633, -2.5043, 0.5045], [2.7693, -2.7158, -0.3051], [3.6363, -1.6844, -0.6297], [3.3865, -0.4198, -0.1068], [2.2956, -0.1951, 0.7097], [2.0421, 1.1033, 1.1946], [1.4390, 2.1628, 0.0488], [0.9856, 3.3258, 0.7416], [2.3810, 2.2828, -1.0145], [0.0301, 1.2604, -0.5473], [0.0328, 0.2621, -1.4736], [-1.1914, -0.4345, -1.5251], [-2.0760, 0.0486, -0.6068], [-1.4443, 1.3692, 0.3199], [-3.8012, -0.5966, -0.2902], [-1.4036, -1.2500, -2.1920], [0.8849, 0.0503, -2.0920], [1.4482, 1.1065, 2.0134], [4.0270, 0.4147, -0.3413], [4.8291, -1.9132, -1.5062], [4.9589, -1.0830, -2.1963], [5.7307, -1.9853, -0.8980], [4.7258, -2.8351, -2.0726], [2.9474, -3.7076, -0.6937], [1.0032, -3.3292, 0.7206], [-1.3619, -1.4012, 2.7239], [-1.0593, -2.3556, 1.2514]], "forces_ev_per_a": [[-0.17, -0.16, 0.05], [0.00, 0.02, -0.02], [0.61, 0.05, -0.19], [-0.06, 0.18, 0.11], [-0.23, 0.03, 0.21], [0.08, 0.16, -0.04], [-0.09, -0.04, -0.05], [-0.15, -0.25, 0.14], [0.12, -0.62, -0.08], [-0.06, 0.76, -0.24], [-0.45, -0.22, -0.11], [-0.16, -0.14, 0.28], [0.08, -0.31, -0.04], [0.36, 0.42, 0.22], [0.21, 0.37, 0.00], [-0.31, 0.07, 0.27], [0.22, 0.26, 0.26], [-0.35, -0.39, -0.45], [-0.04, 0.03, 0.00], [-0.07, -0.12, -0.10], [0.22, -0.08, -0.11], [-0.14, 0.11, 0.08], [0.12, 0.10, -0.01], [0.05, 0.01, 0.09], [0.06, 0.02, -0.11], [0.11, -0.02, -0.04], [0.04, -0.04, -0.07], [0.03, -0.10, -0.06], [-0.09, -0.05, 0.05], [0.01, -0.07, -0.04], [0.02, 0.03, 0.01]], "mulliken_charge": [-1.003, 0.392, -0.358, 1.159, -0.696, -0.869, 0.555, -0.306, -0.401, -0.284, 1.170, -0.681, -0.643, 0.142, -0.273, -0.629, -0.015, -0.110, -0.083, 0.482, 0.558, 0.518, 0.485, -1.541, 0.361, 0.323, 0.372, 0.365, 0.392, 0.260, 0.359], "smiles": "COc1ccc(C)cc1NS(=O)(=O)c1ccc(Br)s1", "gap_ha": 0.3258, "lumo_energy_ha": 0.0096, "e_tot_ha": -4115.3139}

Record 6
{"formula": "C3H3N3O", "method": "the ωB97M-V functional and the def2-TZVPD basis", "symbols": ["C", "C", "C", "N", "N", "N", "O", "H", "H", "H"], "coordinates": [[-0.7422, -0.3770, -0.9980], [-1.2889, -0.2877, 0.2724], [2.7194, -1.1651, -0.2196], [0.2255, 0.5863, -1.1062], [0.3974, 1.1704, 0.0068], [-0.5008, 0.7441, 0.8156], [2.8990, -0.4335, 0.6024], [-1.1740, -0.6527, -1.8933], [-2.0867, -0.7783, 0.7686], [-0.4487, 1.1934, 1.7514]], "forces_ev_per_a": [[-0.29, 2.25, 2.03], [2.05, 1.64, -0.64], [-0.17, -0.86, -0.93], [0.71, -0.98, -1.50], [0.76, 1.17, -0.86], [-1.81, -1.31, 2.92], [0.24, 0.79, 0.95], [-0.60, -1.55, -1.44], [-0.36, -0.12, 0.39], [-0.53, -1.04, -0.93]], "mulliken_charge": [-0.330, -0.301, 0.093, -0.282, -0.396, 0.212, -0.108, 0.426, 0.431, 0.256], "gap_ha": 0.3986, "lumo_energy_ha": 0.0309, "e_tot_ha": -355.5661}

Record 7
{"formula": "C33H23CoN7O5P", "method": "the ωB97M-V functional and the def2-TZVPD basis", "symbols": ["Co", "C", "C", "N", "C", "C", "N", "C", "O", "O", "C", "O", "O", "H", "H", "H", "H", "H", "O", "C", "C", "C", "C", "C", "C", "C", "P", "C", "C", "C", "C", "C", "C", "C", "C", "C", "C", "C", "C", "H", "H", "H", "H", "H", "H", "H", "H", "H", "H", "H", "H", "H", "H", "N", "C", "N", "C", "N", "N", "C", "C", "C", "C", "N", "C", "C", "H", "H", "H", "H"], "coordinates": [[0.4419, 0.1176, 1.1782], [3.0011, 1.2519, 2.6703], [2.7434, 1.8913, 1.3505], [1.7744, 1.6108, 0.4901], [1.9765, 2.4286, -0.6085], [3.0980, 3.1915, -0.3930], [3.5469, 2.8430, 0.8517], [3.8993, 4.2187, -1.1219], [3.5437, 4.4984, -2.3368], [4.8512, 4.7138, -0.5434], [1.0723, 2.4687, -1.8212], [1.4683, 3.2041, -2.7730], [0.0221, 1.8297, -1.7785], [2.0832, 0.8458, 3.0906], [3.3945, 1.9877, 3.3727], [3.7377, 0.4513, 2.5749], [4.3561, 3.2755, 1.2692], [2.7044, 3.8936, -2.5977], [0.1981, -1.5781, 3.2569], [-0.3223, -1.2568, 2.2009], [-1.5204, -2.0569, 1.7172], [-2.0475, -3.1039, 2.4649], [-3.0707, -3.8713, 1.9377], [-3.5481, -3.6065, 0.6549], [-3.0228, -2.5622, -0.0881], [-2.0210, -1.7574, 0.4547], [-1.2112, -0.3313, -0.3664], [-1.2072, -0.9556, -2.0852], [-0.6047, -2.1901, -2.3210], [-0.5510, -2.7221, -3.6014], [-1.1104, -2.0239, -4.6620], [-1.7149, -0.7956, -4.4334], [-1.7590, -0.2600, -3.1550], [-2.5086, 0.9555, -0.3231], [-3.8546, 0.6777, -0.5464], [-4.8073, 1.6804, -0.4496], [-4.4213, 2.9732, -0.1233], [-3.0828, 3.2591, 0.0974], [-2.1296, 2.2566, -0.0055], [-1.6304, -3.2997, 3.4446], [-3.4880, -4.6898, 2.5112], [-4.3300, -4.2251, 0.2308], [-3.3792, -2.3852, -1.0958], [-0.1922, -2.7560, -1.4915], [-0.0791, -3.6828, -3.7678], [-1.0730, -2.4360, -5.6627], [-2.1424, -0.2400, -5.2586], [-2.1965, 0.7152, -2.9910], [-4.1739, -0.3269, -0.7899], [-5.8514, 1.4492, -0.6202], [-5.1646, 3.7560, -0.0369], [-2.7752, 4.2634, 0.3585], [-1.0857, 2.4791, 0.1644], [-2.7357, 2.6400, 5.9685], [-1.9113, 2.7352, 5.1591], [-0.9621, 2.9618, 4.2703], [-0.6201, 2.0861, 3.4001], [-0.2155, 1.3845, 2.5605], [5.9473, -4.3387, -1.0306], [5.0923, -3.6557, -0.6834], [4.0124, -2.8045, -0.2440], [3.6660, -2.7685, 1.0996], [2.6116, -1.9539, 1.4796], [1.9394, -1.2099, 0.6011], [2.2863, -1.2364, -0.6877], [3.3169, -2.0274, -1.1620], [4.1906, -3.3623, 1.8335], [2.2600, -1.9072, 2.5028], [1.7203, -0.5885, -1.3479], [3.5653, -2.0289, -2.2130]], "forces_ev_per_a": [[0.26, 0.05, 0.27], [-0.01, 0.02, 0.04], [0.00, 0.00, 0.02], [-0.02, 0.16, 0.06], [0.12, -0.06, -0.12], [-0.03, 0.01, 0.07], [-0.02, -0.07, -0.07], [0.02, -0.07, 0.05], [-0.11, -0.26, -0.16], [-0.01, 0.03, 0.01], [0.04, 0.19, 0.06], [0.33, -0.05, -0.03], [-0.04, -0.40, -0.13], [0.00, -0.02, 0.01], [-0.01, 0.00, 0.00], [0.00, -0.01, -0.01], [0.02, 0.00, 0.01], [-0.22, 0.31, 0.08], [0.14, 0.08, -0.10], [-0.40, -0.29, 0.07], [0.19, 0.25, -0.08], [-0.04, -0.03, 0.01], [0.02, 0.02, -0.01], [0.00, -0.01, 0.00], [-0.01, 0.01, 0.07], [0.02, -0.13, 0.00], [-0.14, 0.24, 0.11], [0.06, 0.02, 0.02], [0.03, -0.08, -0.05], [0.00, 0.00, 0.06], [-0.02, 0.03, -0.01], [0.03, -0.02, -0.06], [0.06, 0.11, 0.06], [0.01, -0.02, -0.06], [-0.03, 0.00, -0.02], [-0.01, 0.01, -0.01], [0.00, 0.00, -0.02], [-0.01, -0.02, 0.00], [-0.01, 0.04, 0.15], [-0.01, -0.01, 0.00], [-0.01, 0.00, -0.01], [0.00, 0.00, 0.01], [0.00, -0.01, 0.00], [0.01, 0.01, 0.00], [0.00, 0.00, 0.00], [0.00, 0.01, 0.00], [0.00, 0.00, 0.00], [0.00, 0.01, 0.02], [0.01, -0.01, 0.00], [0.00, 0.00, 0.00], [-0.01, 0.00, 0.00], [0.00, 0.00, 0.00], [-0.10, -0.03, 0.02], [0.04, -0.01, 0.01], [-0.10, -0.02, 0.01], [0.06, 0.09, 0.02], [0.01, -0.06, -0.13], [-0.10, -0.02, -0.13], [0.03, -0.02, -0.01], [-0.09, 0.07, 0.02], [0.22, -0.17, -0.09], [-0.14, 0.10, 0.04], [0.05, -0.19, -0.13], [-0.15, 0.10, -0.01], [0.10, 0.06, -0.04], [-0.09, 0.07, 0.08], [0.02, -0.02, -0.02], [0.02, 0.03, 0.02], [-0.03, -0.02, 0.01], [0.02, -0.02, 0.00]], "mulliken_charge": [0.365, -1.435, 0.196, 0.436, -0.367, 0.375, -0.051, 0.584, -0.603, -0.688, 0.139, -0.946, -0.189, 0.181, 0.476, 0.224, 0.287, 0.421, -0.797, 0.419, -0.092, -0.630, -0.608, -0.768, -0.758, 0.928, 2.262, 0.346, -0.282, -0.900, -0.539, -0.660, -0.632, 0.147, -0.208, -0.817, -0.579, -1.146, -0.086, 0.495, 0.388, 0.420, 0.419, 0.534, 0.437, 0.385, 0.406, 0.414, 0.240, 0.411, 0.366, 0.456, 0.277, -0.593, 0.411, -0.810, 0.807, -0.439, -0.505, -0.206, 0.687, -0.814, -0.483, 0.383, -0.313, -1.014, 0.509, 0.614, 0.560, 0.554], "gap_ha": [0.2458, 0.2562], "lumo_energy_ha": [0.0395, 0.0397], "multiplicity": 2, "s2": 0.78, "total_charge": -1, "e_tot_ha": -3755.1507}

ΔE to the lowest compared entry with this formula, charge and spin (computed, kcal per mole): 99.62; 31.32; 61.84; 36.06; 0.00; 46.33; 0.00